ORCA calculation (ωB97M-V with the def2-TZVPD basis set) on 4 unconnected molecules or ions with the total composition C20H33F9NO11S5 at a distorted geometry.

Summary:
E_HOMO = -4.862 eV
E_LUMO = 1.8612 eV
strongest force on any atom = 1.88 eV/Å
multiplicity = 1
charge = -1
gap between HOMO and LUMO = 6.72 eV

The geometry in XYZ format:
```
79
Properties=species:S:1:pos:R:3:forces:R:3
O 5.010 0.097 3.475 -0.211 -0.398 -0.835
S 3.918 1.035 3.556 0.852 -0.149 1.262
O 4.244 2.249 4.236 -0.446 0.331 0.051
O 3.384 1.421 2.107 0.169 -0.380 0.079
C 2.533 0.248 4.313 -1.232 1.386 0.300
C 1.488 1.291 4.762 0.415 0.403 -0.483
C 0.727 1.920 3.589 -0.583 -0.545 0.226
C -0.744 2.256 3.958 0.227 -0.521 0.502
N -1.690 1.397 3.251 -0.336 0.394 -0.368
S -2.062 1.901 1.848 1.476 0.305 -0.165
O -1.699 1.025 0.751 -0.827 -0.542 -0.116
O -1.713 3.281 1.551 -0.498 0.299 0.326
C -3.926 1.953 1.884 1.000 -0.191 -0.342
F -4.285 2.794 2.879 -0.312 -0.020 0.052
F -4.330 2.500 0.717 -0.291 0.016 -0.009
C -4.628 0.568 2.054 0.089 0.143 -0.253
F -3.773 -0.451 1.892 0.070 0.173 0.186
F -5.559 0.430 1.071 -0.288 -0.084 0.276
C -5.325 0.355 3.426 0.113 -0.662 -0.139
F -5.591 -0.974 3.523 -0.096 0.066 -0.028
F -4.499 0.642 4.435 -0.229 0.312 -0.120
C -6.704 1.083 3.579 -0.403 -0.461 0.249
F -7.704 0.219 3.314 0.233 0.256 -0.073
F -6.850 2.116 2.753 0.091 0.032 0.397
F -6.862 1.467 4.853 0.064 0.286 -0.365
H 4.079 1.169 1.484 -0.044 -0.061 -0.208
H 2.021 -0.433 3.654 0.360 -0.222 -0.479
H 2.834 -0.293 5.199 0.747 -0.039 -0.018
H 1.966 2.088 5.327 0.130 -0.110 0.310
H 0.822 0.755 5.433 -0.274 -0.029 -0.010
H 0.662 1.158 2.816 -0.032 0.039 -0.274
H 1.254 2.766 3.158 0.109 0.151 0.081
H -0.958 3.320 3.871 -0.017 0.118 -0.271
H -0.862 2.007 5.015 -0.097 0.090 0.154
C -3.288 0.592 -3.631 0.092 -0.015 -0.097
C -2.724 -0.368 -4.688 -0.063 0.031 0.068
C -1.295 0.087 -4.995 -0.208 -0.160 -0.072
S -0.691 0.892 -3.504 -0.379 -0.239 0.250
O -0.467 2.287 -3.809 0.219 -0.015 -0.073
O 0.343 0.080 -2.913 0.236 0.188 -0.112
C -2.205 0.734 -2.565 -0.307 0.075 -0.055
H -4.217 0.219 -3.202 0.000 0.025 0.031
H -3.491 1.564 -4.087 -0.016 0.011 0.030
H -2.710 -1.384 -4.289 0.011 0.010 0.031
H -3.332 -0.380 -5.592 0.029 -0.012 -0.020
H -0.642 -0.747 -5.236 0.122 0.083 -0.003
H -1.270 0.817 -5.798 0.037 0.047 0.030
H -2.334 1.603 -1.923 0.202 -0.043 0.107
H -2.125 -0.164 -1.955 0.103 0.054 0.081
C 4.693 -4.726 5.734 -0.119 -0.017 0.017
C 3.511 -5.621 5.337 0.050 0.038 -0.001
C 2.234 -4.781 5.471 0.084 -0.396 0.117
S 2.730 -3.074 5.202 0.281 -0.531 -0.102
O 2.536 -2.336 6.425 -0.135 0.097 -0.104
O 2.193 -2.637 3.944 -0.245 0.079 -0.013
C 4.477 -3.402 5.007 0.300 -0.179 0.150
H 5.649 -5.176 5.466 0.009 0.006 0.004
H 4.688 -4.564 6.814 0.020 0.025 -0.003
H 3.632 -5.943 4.301 -0.001 0.024 -0.009
H 3.456 -6.517 5.954 -0.011 -0.005 -0.004
H 1.484 -5.049 4.732 -0.071 0.161 0.009
H 1.810 -4.848 6.471 -0.001 0.104 0.012
H 5.049 -2.576 5.421 -0.111 0.113 -0.065
H 4.676 -3.498 3.940 -0.056 0.075 -0.022
C 2.555 1.726 -8.474 -0.035 -0.053 -0.099
C 1.595 2.024 -9.634 0.010 -0.004 0.064
C 0.842 0.726 -9.952 0.074 0.320 -0.224
S 0.787 -0.208 -8.416 0.108 0.309 0.155
O 1.558 -1.414 -8.580 -0.132 -0.107 -0.023
O -0.566 -0.243 -7.922 -0.046 -0.286 -0.183
C 1.738 0.955 -7.443 0.203 0.217 0.010
H 2.972 2.638 -8.048 -0.001 -0.002 0.015
H 3.384 1.110 -8.830 0.011 -0.008 0.033
H 0.886 2.796 -9.328 -0.007 -0.014 0.022
H 2.124 2.395 -10.511 -0.010 -0.004 -0.012
H -0.174 0.911 -10.289 -0.046 -0.140 0.045
H 1.371 0.121 -10.687 0.004 -0.094 0.075
H 2.344 0.412 -6.722 -0.108 -0.109 0.016
H 1.035 1.607 -6.925 -0.028 -0.045 0.029
```
Forces are in eV/Å.